No. 1
C16H19AuN3O2SeSi as an isolated structure at a distorted geometry. Source: the OMol25 dataset; level of theory: ωB97M-V/def2-TZVPD.

CARTESIAN COORDINATES (ANGSTROEM)
Au: 1.16779 -1.14485 -1.35563
O: 0.81628 2.84443 2.79115
C: -0.07227 1.95508 3.29955
C: -0.86066 2.30140 4.39497
C: -1.75005 1.39434 4.93422
C: -1.86255 0.11322 4.39975
C: -1.08574 -0.22806 3.31674
C: -0.19303 0.67966 2.73132
C: 0.53318 0.20130 1.53763
O: 0.38338 -0.92608 1.08853
N: 1.37948 1.12818 0.91500
N: 2.04118 0.75392 -0.09365
C: 3.11035 1.20611 -0.62471
C: 3.66723 0.51485 -1.79406
C: 4.79295 1.00901 -2.43207
C: 5.35459 0.28143 -3.46838
C: 4.77462 -0.92004 -3.83581
C: 3.63443 -1.33955 -3.17415
N: 3.08869 -0.64106 -2.17548
H: 0.75033 3.66915 3.28663
H: -0.75995 3.29018 4.82709
H: -2.35435 1.68668 5.78256
H: -2.54610 -0.60327 4.83198
H: -1.14115 -1.21867 2.88856
H: 3.63349 2.04013 -0.16739
H: 5.21916 1.95047 -2.11434
H: 6.23455 0.64794 -3.97839
H: 5.18921 -1.53242 -4.62304
H: 3.13298 -2.25921 -3.43987
C: -3.01399 -0.90662 0.48483
Si: -3.03398 -1.30313 -1.31939
C: -3.15050 0.17839 -2.42283
C: -4.19023 -2.67495 -1.76483
Se: -0.95881 -2.27709 -1.81162
H: -4.02152 -0.60010 0.78196
H: -2.32803 -0.08940 0.70771
H: -2.73657 -1.76991 1.08957
H: -4.16114 0.59221 -2.38009
H: -2.93315 -0.06286 -3.46350
H: -2.45233 0.94889 -2.09167
H: -5.22781 -2.36448 -1.62154
H: -4.00494 -3.54535 -1.13294
H: -4.06500 -2.97986 -2.80437

Computed properties:
Expectation value of S²: 2.011
Spin multiplicity: 3
Relative energy (zero: lowest compared OMol25 entry of this formula, charge and spin): 0.0 kcal/mol
Charge: +1
HOMO-LUMO gap (alpha / beta): 7.70 / 5.86 eV



No. 2
C16H19BBaN6Se as an isolated structure at a distorted geometry. Source: the OMol25 dataset; level of theory: ωB97M-V/def2-TZVPD.

CARTESIAN COORDINATES (ANGSTROEM)
H: -1.05733 -0.81256 2.84549
N: -1.07597 -1.40220 0.80210
B: -1.62393 -2.48295 -1.43252
N: -1.89326 -2.26400 0.08616
C: -2.81033 -2.81825 0.90255
Ba: 1.30915 -0.24025 -0.04421
H: -3.52857 -3.52674 0.51499
C: -2.60637 -2.30932 2.18828
H: -3.16083 -2.54872 3.07390
C: -1.51904 -1.41921 2.07301
H: -2.40503 -3.26133 -1.89095
C: 3.17458 1.01009 -0.79068
H: 4.05280 1.64007 -0.73763
H: 2.40056 1.56967 -1.35306
H: 3.46766 0.04817 -1.26078
N: -0.15885 -2.96976 -1.58692
N: -1.72566 -1.10595 -2.15054
N: 0.92931 -2.16309 -1.16975
N: -0.89594 -0.06337 -1.78343
C: 0.29668 -4.13405 -2.07434
C: -2.52774 -0.73026 -3.16547
H: -0.40249 -4.87671 -2.44347
H: -3.23276 -1.43297 -3.58757
C: 1.69145 -4.14227 -1.99996
C: -2.24020 0.60048 -3.47015
C: 2.05429 -2.91048 -1.44329
C: -1.22693 0.98178 -2.56800
H: 2.33919 -4.94303 -2.31214
H: -2.69904 1.20021 -4.23125
H: 3.04756 -2.52423 -1.22629
H: -0.74440 1.94555 -2.44445
H: 2.82395 0.85200 0.45494
Se: 0.30900 2.87564 0.75908
C: 0.67384 3.45967 2.46038
C: 1.55549 2.77741 3.34444
C: 1.66928 3.16721 4.67799
C: 0.95516 4.27429 5.16873
C: 0.13940 5.00746 4.28723
C: 0.02213 4.62747 2.95541
H: 2.12415 1.92484 2.97111
H: 2.32214 2.60752 5.35112
H: 1.03677 4.56658 6.21674
H: -0.40555 5.88199 4.64756
H: -0.60501 5.20096 2.27436

Computed properties:
Charge: 0
HOMO-LUMO gap: 5.56 eV



No. 3
C16H19Cl2LuN3O2P as an isolated structure at a distorted geometry. Source: the OMol25 dataset; level of theory: ωB97M-V/def2-TZVPD.

CARTESIAN COORDINATES (ANGSTROEM)
C: -0.28435 -1.02879 -4.50829
C: 0.43940 -0.08175 -3.55053
H: -0.25691 -0.68335 -5.56651
H: -1.34834 -1.15187 -4.23956
H: 0.26995 -1.99334 -4.47502
O: 1.07377 0.86951 -3.94762
Cl: -2.17765 -3.37951 -0.85150
Lu: -0.40734 -1.87424 -1.29104
P: 2.67579 -1.76006 -1.57291
C: 3.80541 -0.33815 -1.73176
C: 3.60427 -2.68227 -0.30194
H: 2.35676 -3.49056 -3.24135
H: 4.09382 -3.12635 -2.97038
H: 3.08075 -2.02465 -3.97239
C: 3.09426 -2.68712 -3.09676
H: 3.01187 -3.53025 0.04556
H: 4.55523 -3.03196 -0.71193
H: 4.83661 -0.70258 -1.84650
H: 3.73954 0.26664 -0.81940
H: 3.79105 -2.03133 0.55598
H: 3.53408 0.28140 -2.59384
C: 0.77709 0.24119 -1.49215
O: 1.06102 1.33390 -1.20359
Cl: 0.63409 -2.06393 0.89644
N: -1.87125 4.50174 7.08279
C: -1.93825 3.90897 6.07397
C: -2.03939 3.16451 4.83996
C: -0.89534 2.93785 4.06347
C: -0.98957 2.18647 2.89026
C: -2.23711 1.67692 2.50364
C: -3.38411 1.92417 3.25246
C: -3.28891 2.66654 4.42932
N: -2.34631 0.92944 1.32311
C: -3.53614 0.48583 0.71687
C: -3.17407 -0.22112 -0.38487
N: -1.77428 -0.23830 -0.45786
C: -1.31914 0.47987 0.57677
H: 0.06757 3.34895 4.36986
H: -0.11051 2.02567 2.28435
H: -4.35904 1.54605 2.93879
H: -4.17862 2.86813 5.03492
H: -4.51092 0.67790 1.11734
H: -3.79072 -0.79137 -1.07090
H: -0.28405 0.59123 0.90274

Computed properties:
Charge: +2
HOMO-LUMO gap (alpha / beta): 2.57 / 2.57 eV



No. 4
A 2-piece molecular cluster, C16H19ClNO8P2 overall at a distorted geometry. Source: the OMol25 dataset; level of theory: ωB97M-V/def2-TZVPD.

CARTESIAN COORDINATES (ANGSTROEM)
C: -0.47985 -2.15665 -3.50271
O: 0.82458 -2.26715 -2.92699
C: 1.39914 -1.00836 -2.62942
Cl: 3.18141 -1.14000 -3.13022
C: 1.38999 -0.64847 -1.05962
C: 1.08177 0.93162 -0.92400
O: 0.22007 1.25717 0.16242
C: -1.12182 1.27597 -0.19643
C: -1.70958 0.66771 -1.39217
C: -3.14155 0.69388 -1.68108
C: -4.08647 1.34838 -0.76183
C: -3.49853 2.00383 0.42585
C: -2.05584 1.97998 0.71819
O: 0.41037 -1.46545 -0.43414
C: 0.94810 -2.42141 0.51090
P: 2.20507 -3.62887 -0.26137
O: 3.62081 -3.09416 -0.31998
C: 1.47445 -1.84330 1.83546
C: 0.70502 -2.02538 3.14311
C: 1.33171 -1.46757 4.32836
N: 2.49550 -0.76170 4.47592
C: 3.22270 -0.57711 3.30406
C: 2.75268 -1.10806 2.03971
H: -0.61679 -1.28189 -4.19234
H: -0.78136 -3.10405 -4.03887
H: -1.21626 -2.05908 -2.64504
H: 0.95522 -0.20723 -3.27345
H: 2.43554 -0.78472 -0.69233
H: 0.75316 1.37930 -1.91001
H: 2.06831 1.43659 -0.69769
H: -1.04278 0.15892 -2.12289
H: -3.56439 0.19461 -2.59008
H: -5.18263 1.35600 -0.97015
H: -4.18662 2.53437 1.13461
H: -1.69044 2.50136 1.63442
H: 0.07377 -3.08877 0.79225
H: 2.22666 -4.73047 0.67228
H: 1.73063 -4.19291 -1.49472
H: -0.26719 -2.58611 3.17020
H: 0.76150 -1.64615 5.28602
H: 4.18326 -0.01400 3.35886
H: 3.41760 -0.94875 1.14782
O: -2.44849 7.63956 1.24226
P: -2.24620 6.10998 1.14169
O: -1.14452 5.80726 0.09864
O: -3.57334 5.43932 0.70864
O: -1.81440 5.54195 2.51586

Computed properties:
Charge: -3
HOMO-LUMO gap: 1.39 eV



No. 5
One molecule with the formula C16H19F2NO4 at a distorted geometry. Source: the OMol25 dataset; level of theory: ωB97M-V/def2-TZVPD.

CARTESIAN COORDINATES (ANGSTROEM)
O: 0.94679 -2.65312 -2.79008
C: 0.13354 -1.97391 -2.20861
C: -1.18042 -1.58616 -2.89333
O: -2.05186 -0.81883 -2.07302
C: -2.38174 0.42074 -2.49526
O: -1.95669 0.91301 -3.50282
C: -3.31520 1.08922 -1.52023
C: -2.56602 2.18993 -0.76059
C: -3.45908 2.98302 0.19333
C: -2.44754 3.68933 1.09092
C: -1.34745 2.64360 1.32374
C: -1.46294 1.64410 0.15714
N: 0.25148 -1.48708 -0.94958
C: 1.30920 -1.63644 -0.04900
C: 1.21627 -0.99290 1.18552
C: 2.23347 -1.10117 2.10905
C: 3.35831 -1.86276 1.81463
O: 4.32509 -1.92819 2.81178
C: 5.56898 -2.32196 2.48239
F: 5.67966 -3.67571 2.41705
F: 6.39744 -1.93536 3.46287
C: 3.45391 -2.51930 0.59779
C: 2.43524 -2.40125 -0.33256
H: -1.69956 -2.50541 -3.18100
H: -0.94118 -1.01973 -3.80174
H: -3.71525 0.34808 -0.82780
H: -4.13182 1.53997 -2.08608
H: -2.12764 2.87445 -1.49251
H: -4.11584 3.67736 -0.32746
H: -4.07221 2.29771 0.78138
H: -2.88869 4.03613 2.02365
H: -2.03796 4.55355 0.56681
H: -1.50337 2.13528 2.27535
H: -0.36365 3.10920 1.35652
H: -0.51878 1.53278 -0.37622
H: -1.76645 0.66501 0.53545
H: -0.53539 -0.94617 -0.61102
H: 0.34544 -0.39991 1.42119
H: 2.17447 -0.60748 3.06497
H: 5.94571 -1.91727 1.52268
H: 4.30194 -3.14344 0.36403
H: 2.50983 -2.90892 -1.27931

Computed properties:
SMILES: O=C(COC(=O)CC1CCCC1)Nc1ccc(OC(F)F)cc1
Relative energy (zero: lowest compared OMol25 entry of this formula, charge and spin): 0.0 kcal/mol
Charge: 0
HOMO-LUMO gap: 9.23 eV



No. 6
One molecule with the formula C16H19F4NO3. Source: the OMol25 dataset; level of theory: ωB97M-V/def2-TZVPD.

CARTESIAN COORDINATES (ANGSTROEM)
O: -2.92623 -2.31727 -0.50771
C: -2.17291 -1.37093 -0.64558
N: -2.55320 -0.20853 -1.22126
C: -3.91323 0.07097 -1.60351
C: -4.54369 1.12188 -0.67435
C: -4.73541 0.62178 0.76307
C: -4.45761 1.87340 1.59106
C: -3.38115 2.55215 0.74825
O: -3.70049 2.27096 -0.60241
C: -0.74057 -1.42972 -0.22196
C: -0.03207 -0.31958 0.22721
C: 1.28129 -0.45197 0.63689
C: 1.91456 -1.68868 0.59205
C: 3.35000 -1.81005 1.04134
O: 4.13185 -0.67379 0.72428
C: 4.35236 -0.51366 -0.64725
C: 4.91939 0.88403 -0.88225
F: 5.31025 1.00098 -2.18083
F: 3.96868 1.83306 -0.70963
C: 6.13312 1.25094 0.00309
F: 7.02292 0.23961 -0.00156
F: 5.76387 1.46093 1.27353
C: 1.20700 -2.79870 0.14849
C: -0.11225 -2.67150 -0.24036
H: -1.91320 0.56685 -1.28380
H: -4.47435 -0.86345 -1.54007
H: -3.92809 0.44330 -2.63177
H: -5.50254 1.43762 -1.11013
H: -5.73160 0.21647 0.92041
H: -4.00308 -0.15499 0.98694
H: -4.11795 1.65478 2.60039
H: -5.34725 2.50219 1.64011
H: -3.35002 3.63724 0.86737
H: -2.38923 2.14280 0.99316
H: -0.50256 0.65136 0.28963
H: 1.83144 0.40732 0.99157
H: 3.80789 -2.71625 0.61994
H: 3.39468 -1.87176 2.13300
H: 5.08092 -1.24596 -1.02997
H: 3.42045 -0.59847 -1.22533
H: 6.62781 2.15856 -0.37869
H: 1.68909 -3.76503 0.11676
H: -0.67890 -3.52889 -0.57014

Computed properties:
SMILES: O=C(NC[C@H]1CCCO1)c1ccc(COCC(F)(F)C(F)F)cc1
Relative energy (zero: lowest compared OMol25 entry of this formula, charge and spin): 0.0 kcal/mol
Charge: 0
HOMO-LUMO gap: 10.06 eV